This record from the Open Molecules 2025 dataset describes a molecular structure, C24H27NORuSi. The level of theory is wB97M-V/def2-TZVPD.

Geometry (Å):
C 0.317 1.876 2.062
C -0.618 2.023 0.969
C -1.907 1.554 1.433
H -0.510 2.589 0.057
C -1.780 1.365 2.857
C -0.446 1.565 3.236
H -0.089 1.507 4.257
H 1.398 1.983 2.004
H -2.799 1.577 0.814
H -2.606 1.140 3.519
Ru -0.706 -0.095 1.118
C -0.940 -1.277 -0.400
H -2.022 -1.143 -0.603
H -0.469 -1.994 0.352
H -0.522 -1.795 -1.297
Si 0.378 0.309 -1.643
C 1.919 -0.128 -2.661
C 2.755 1.014 -2.762
H 2.405 1.986 -2.383
C 4.086 0.889 -3.183
H 4.731 1.784 -3.205
C 4.562 -0.398 -3.498
H 5.591 -0.493 -3.835
C 3.760 -1.541 -3.369
H 4.166 -2.536 -3.553
C 2.439 -1.407 -2.931
H 1.820 -2.276 -2.697
C -1.063 1.070 -2.565
C -0.618 1.897 -3.607
H 0.432 1.858 -3.913
C -1.510 2.798 -4.184
H -1.175 3.418 -5.011
C -2.808 2.915 -3.687
H -3.497 3.622 -4.138
C -3.215 2.135 -2.601
H -4.218 2.221 -2.182
C -2.341 1.227 -2.007
H -2.660 0.676 -1.112
H 0.845 0.057 0.580
H 0.828 1.679 -1.236
O -2.521 -1.284 2.089
C -2.076 -2.544 2.639
C -0.669 -2.388 3.162
C -0.192 -3.138 4.248
C 1.095 -2.898 4.754
C 1.862 -1.896 4.174
C 1.335 -1.159 3.117
N 0.096 -1.415 2.609
H -3.316 -1.430 1.553
H -2.757 -2.773 3.459
H -2.146 -3.289 1.840
H -0.884 -3.888 4.653
H 1.488 -3.507 5.582
H 2.877 -1.681 4.511
H 1.895 -0.360 2.613

As for the spin multiplicity: 5. As for the expectation value of S²: 6.05. The calculation puts the largest force on an atom at 3.987 eV/Å. Its charge is +2. Its energy above the lowest of the compared OMol25 structures with the same formula, charge and spin is 2.991 eV.

Which charges does Mulliken predict for the atoms? In e, they are:
1 C -0.813
2 C -0.796
3 C -0.871
4 H 0.960
5 C -0.240
6 C -0.468
7 H 0.515
8 H 0.575
9 H 0.785
10 H 0.508
11 Ru -0.385
12 C -1.516
13 H 0.395
14 H 0.575
15 H 0.436
16 Si 1.493
17 C 0.474
18 C 0.038
19 H 0.404
20 C -0.595
21 H 0.426
22 C -0.430
23 H 0.423
24 C -0.514
25 H 0.437
26 C -0.310
27 H 0.418
28 C 1.073
29 C -0.646
30 H 0.242
31 C -0.660
32 H 0.412
33 C -0.568
34 H 0.394
35 C -0.924
36 H 0.407
37 C -0.215
38 H 0.194
39 H 0.091
40 H -0.374
41 O -0.301
42 C -0.698
43 C 0.665
44 C -0.865
45 C -0.297
46 C -0.836
47 C -0.350
48 N 0.526
49 H 0.308
50 H 0.482
51 H 0.312
52 H 0.458
53 H 0.419
54 H 0.429
55 H 0.400

This record from the Open Molecules 2025 dataset describes a molecular structure, C24H28BN8O3PbS5. The level of theory is wB97M-V/def2-TZVPD.

Geometry (Å):
Pb 0.607 1.858 -0.343
C 0.264 6.606 -0.960
C -0.145 5.287 -1.170
N 0.196 4.556 -0.145
N 0.925 5.332 0.697
C 0.995 6.566 0.240
B 1.586 4.674 1.951
N 2.833 3.818 1.548
C 4.094 3.732 2.039
C 4.826 2.887 1.214
C 3.917 2.463 0.278
N 2.662 2.985 0.473
N 0.577 3.717 2.663
C 0.055 3.852 3.930
C -0.847 2.761 4.129
C -0.684 1.989 3.011
N 0.179 2.587 2.128
H 0.177 7.454 -1.596
H -0.661 4.815 -1.976
H 1.662 7.338 0.627
H 1.956 5.520 2.766
H 4.413 4.395 2.829
H 5.905 2.711 1.252
H 4.131 1.821 -0.545
H 0.315 4.699 4.545
H -1.401 2.609 5.057
H -1.152 1.051 2.633
S 2.141 -6.167 0.282
C 2.025 -4.652 -0.237
S 1.180 -4.131 -1.605
C 1.178 -2.406 -1.243
C 2.038 -2.050 -0.240
S 2.465 -0.436 0.369
S 2.843 -3.383 0.599
S 0.187 -1.299 -2.131
O -0.260 2.467 -2.753
N 0.909 2.466 -3.181
O 1.191 2.573 -4.390
O 1.868 2.314 -2.349
C -1.515 -6.175 0.583
C -1.436 -4.650 0.705
C -1.105 -4.000 1.905
C -0.997 -2.605 1.904
C -0.574 -1.885 3.126
C -1.205 -1.883 0.725
C -1.491 -2.517 -0.446
C -1.645 -3.919 -0.427
N -1.423 -1.764 -1.634
C -2.289 -2.160 -2.818
C -1.779 -3.378 -3.606
C -3.623 -2.534 -2.257
C -2.399 -0.847 -3.595
H -0.585 -6.510 0.158
H -2.337 -6.648 -0.048
H -1.603 -6.566 1.576
H -0.810 -4.563 2.783
H -1.420 -1.563 3.715
H 0.112 -1.012 2.880
H -0.038 -2.494 3.868
H -1.014 -0.821 0.706
H -1.860 -4.453 -1.328
H -1.341 -4.151 -2.916
H -0.919 -3.103 -4.290
H -2.564 -3.839 -4.104
H -3.650 -3.480 -1.792
H -4.400 -2.555 -3.074
H -4.040 -1.902 -1.435
H -1.445 -0.463 -4.004
H -2.610 0.043 -2.926
H -3.148 -0.976 -4.332

As for the spin multiplicity: 1. The calculation puts the largest force on an atom at 3.460 eV/Å. Its charge is -1. Its energy above the lowest of the compared OMol25 structures with the same formula, charge and spin is 0.257 eV.

Which charges does Mulliken predict for the atoms? In e, they are:
1 Pb 1.143
2 C -1.052
3 C -0.288
4 N -0.272
5 N 0.224
6 C -0.136
7 B 0.028
8 N 0.046
9 C -0.214
10 C -0.990
11 C -0.396
12 N 0.047
13 N 0.048
14 C -0.080
15 C -1.159
16 C -0.258
17 N 0.115
18 H 0.384
19 H 0.565
20 H 0.403
21 H -0.143
22 H 0.429
23 H 0.366
24 H 0.559
25 H 0.411
26 H 0.352
27 H 0.333
28 S -0.296
29 C 0.161
30 S -0.086
31 C -0.441
32 C 0.478
33 S -0.406
34 S -0.154
35 S -0.076
36 O -0.614
37 N 1.193
38 O -0.681
39 O -0.563
40 C -1.579
41 C -0.074
42 C -0.881
43 C 1.157
44 C -1.583
45 C -0.038
46 C -0.701
47 C 0.355
48 N 0.325
49 C 1.799
50 C -1.349
51 C -1.711
52 C -1.827
53 H 0.258
54 H 0.298
55 H 0.431
56 H 0.314
57 H 0.363
58 H 0.243
59 H 0.382
60 H 0.041
61 H 0.510
62 H 0.118
63 H 0.201
64 H 0.511
65 H 0.516
66 H 0.429
67 H 0.301
68 H 0.413
69 H 0.255
70 H 0.544

This record from the Open Molecules 2025 dataset describes a molecular structure, C24H28Cl2IrN6S2. The level of theory is wB97M-V/def2-TZVPD.

Geometry (Å):
Ir 0.472 0.509 0.025
C -2.030 -0.729 -3.220
C -1.312 -0.063 -2.096
N -0.337 -0.547 -1.398
N 0.198 -1.776 -1.673
C 1.252 -2.218 -0.943
N 1.737 -3.419 -1.287
S 1.888 -1.331 0.334
C -1.683 1.295 -1.672
C -2.693 2.031 -2.274
C -2.941 3.320 -1.837
C -2.164 3.843 -0.815
C -1.175 3.060 -0.253
N -0.940 1.808 -0.656
H -1.623 -1.696 -3.504
H -1.982 -0.098 -4.109
H -3.079 -0.878 -2.958
H -0.143 -2.285 -2.473
H 1.474 -3.878 -2.142
H 2.568 -3.743 -0.822
H -3.273 1.601 -3.078
H -3.720 3.912 -2.297
H -2.311 4.853 -0.459
H -0.510 3.427 0.515
Cl -2.134 1.748 6.756
C -1.874 1.068 5.173
C -0.909 0.087 5.002
C -0.652 -0.402 3.732
C -1.350 0.060 2.614
C -1.072 -0.467 1.255
C -2.345 1.019 2.830
C -2.612 1.527 4.093
H -0.373 -0.296 5.861
H 0.103 -1.170 3.603
H -1.988 -0.391 0.659
H -0.774 -1.514 1.330
H -2.940 1.362 1.990
H -3.389 2.265 4.244
C 1.889 1.973 5.521
N 2.062 1.681 4.107
C 1.196 2.010 3.163
N 0.039 2.546 3.523
S 1.717 1.868 1.501
H 2.783 1.661 6.052
H 1.035 1.427 5.929
H 1.748 3.044 5.679
H 2.935 1.304 3.775
H -0.268 2.557 4.483
H -0.650 2.725 2.817
Cl 1.461 -1.422 -6.613
C 1.643 -0.560 -5.114
C 0.862 0.556 -4.862
C 1.004 1.227 -3.656
C 1.910 0.804 -2.676
C 1.954 1.444 -1.346
C 2.719 -0.296 -2.989
C 2.591 -0.977 -4.190
H 0.164 0.903 -5.613
H 0.404 2.113 -3.472
H 1.695 2.503 -1.405
H 2.940 1.348 -0.891
H 3.465 -0.621 -2.273
H 3.233 -1.817 -4.421

As for the spin multiplicity: 1. The calculation puts the largest force on an atom at 0.978 eV/Å. Its charge is +1. Its energy above the lowest of the compared OMol25 structures with the same formula, charge and spin is 0.424 eV.

Which charges does Mulliken predict for the atoms? In e, they are:
1 Ir 3.700
2 C -1.931
3 C 0.882
4 N -1.593
5 N -0.442
6 C 0.722
7 N -0.438
8 S -0.651
9 C 0.698
10 C -0.954
11 C -0.716
12 C -1.108
13 C -0.276
14 N 0.033
15 H 0.490
16 H 0.389
17 H 0.360
18 H 0.196
19 H 0.196
20 H 0.248
21 H 0.554
22 H 0.450
23 H 0.489
24 H 0.527
25 Cl -0.190
26 C 0.090
27 C -0.881
28 C -0.065
29 C 0.122
30 C -1.483
31 C -0.649
32 C -0.704
33 H 0.665
34 H 0.427
35 H 0.458
36 H 0.728
37 H 0.431
38 H 0.442
39 C -0.837
40 N -0.038
41 C 0.493
42 N -0.203
43 S -0.673
44 H 0.373
45 H 0.194
46 H 0.329
47 H 0.278
48 H 0.222
49 H 0.153
50 Cl -0.220
51 C 0.344
52 C -0.986
53 C -0.215
54 C 0.082
55 C -1.865
56 C -0.205
57 C -0.794
58 H 0.550
59 H 0.511
60 H 0.665
61 H 0.643
62 H 0.470
63 H 0.516

This record from the Open Molecules 2025 dataset describes a molecular structure, C24H28ClF9GaN2O3. The level of theory is wB97M-V/def2-TZVPD.

Geometry (Å):
Ga -0.438 -0.029 -0.161
Cl 1.628 -0.241 -1.051
N 0.126 2.071 -0.128
N -0.070 -2.322 0.209
C -0.744 2.861 -0.707
C -0.626 -2.924 -0.802
C 1.369 2.895 0.080
C 0.765 4.286 0.190
C 2.217 2.864 -1.176
C 2.221 2.481 1.264
H 1.628 3.231 -2.029
H 2.507 1.825 -1.360
H 3.100 3.500 -1.025
H 1.654 2.503 2.193
H 3.052 3.196 1.349
H 2.638 1.483 1.106
C 1.019 -3.220 0.745
C 0.918 -4.438 -0.166
C 0.856 -3.564 2.222
C 2.389 -2.609 0.599
H 2.547 -2.314 -0.443
H 3.135 -3.368 0.889
H 2.492 -1.725 1.236
H -0.097 -4.061 2.433
H 0.956 -2.666 2.843
H 1.673 -4.253 2.498
O -0.096 -4.099 -1.151
H 0.601 -5.352 0.351
H 1.852 -4.635 -0.710
O -0.495 4.165 -0.625
H 1.359 5.109 -0.242
H 0.465 4.550 1.218
C -1.944 2.378 -1.451
C -1.791 -2.444 -1.611
C -1.483 -1.229 -2.459
H -2.600 -2.199 -0.900
H -2.142 -3.289 -2.214
C -1.372 -0.010 -1.822
C -1.596 1.229 -2.373
H -0.360 0.048 1.864
C -1.406 1.284 -3.764
C -1.267 0.078 -4.467
C -1.311 2.643 -4.380
C -1.280 -1.184 -3.848
H -1.126 0.120 -5.543
C -1.066 -2.479 -4.568
H -0.727 -2.268 -5.591
H -2.003 -3.065 -4.595
H -0.303 -3.100 -4.055
H -2.232 3.223 -4.170
H -1.160 2.540 -5.461
H -0.464 3.223 -3.950
H -2.405 3.223 -1.959
H -2.660 2.033 -0.684
F -0.609 2.345 2.791
C -1.190 1.497 3.687
F -1.345 2.194 4.841
F -2.417 1.232 3.168
C -0.401 0.210 3.804
O 0.287 -0.069 2.575
C 0.697 0.425 4.856
F 0.126 0.368 6.092
F 1.671 -0.523 4.766
F 1.316 1.641 4.731
C -1.302 -1.014 4.194
F -2.387 -0.725 4.956
F -1.756 -1.567 3.037
F -0.592 -1.970 4.852

As for the spin multiplicity: 1. The calculation puts the largest force on an atom at 5.100 eV/Å. Its charge is -1. The value obtained for the energy is -123822.283 eV.

Which charges does Mulliken predict for the atoms? In e, they are:
1 Ga -0.767
2 Cl -0.611
3 N 0.319
4 N -0.117
5 C 1.075
6 C 0.819
7 C 1.233
8 C -0.801
9 C -1.404
10 C -1.466
11 H 0.347
12 H 0.210
13 H 0.458
14 H 0.124
15 H 0.510
16 H 0.164
17 C 2.029
18 C -0.960
19 C -1.545
20 C -2.149
21 H 0.547
22 H 0.530
23 H 0.209
24 H 0.434
25 H -0.046
26 H 0.474
27 O -0.392
28 H 0.337
29 H 0.311
30 O -0.487
31 H 0.297
32 H 0.316
33 C -1.959
34 C -1.471
35 C 0.460
36 H 0.187
37 H 0.469
38 C 1.137
39 C 0.717
40 H -0.808
41 C 1.140
42 C -1.652
43 C -1.541
44 C 1.049
45 H 0.258
46 C -1.685
47 H 0.391
48 H 0.315
49 H 0.239
50 H 0.288
51 H 0.398
52 H 0.177
53 H 0.430
54 H 0.278
55 F -0.089
56 C 0.528
57 F -0.320
58 F -0.218
59 C 1.031
60 O -0.082
61 C 0.239
62 F -0.286
63 F -0.228
64 F -0.254
65 C 0.490
66 F -0.314
67 F -0.032
68 F -0.279

This record from the Open Molecules 2025 dataset describes a molecular structure, C24H28ClN2O5Pd. The level of theory is wB97M-V/def2-TZVPD.

Geometry (Å):
Pd 0.716 0.106 0.273
O -1.020 1.593 2.102
C -2.152 0.742 1.989
C -1.712 -0.698 2.036
C -2.433 -1.592 2.817
C -2.066 -2.922 2.865
C -0.965 -3.329 2.130
C -0.298 -2.390 1.374
N -0.659 -1.096 1.305
H -1.251 2.458 1.752
H -2.693 0.906 1.052
H -2.835 0.917 2.822
H -3.273 -1.224 3.390
H -2.620 -3.625 3.472
H -0.626 -4.355 2.127
H 0.553 -2.687 0.778
O 2.261 1.044 -0.865
C 3.631 1.103 -0.428
C 4.320 -0.249 -0.371
C 3.584 -1.317 0.454
C 3.222 -0.843 1.834
C 4.070 -1.035 2.916
C 3.718 -0.529 4.156
C 2.523 0.162 4.288
C 1.725 0.312 3.170
N 2.064 -0.180 1.973
H 2.160 0.706 -1.770
H 3.587 1.568 0.555
H 4.171 1.776 -1.094
H 5.314 -0.075 0.051
H 4.476 -0.633 -1.382
H 4.214 -2.204 0.519
H 2.669 -1.605 -0.070
H 4.995 -1.579 2.781
H 4.367 -0.673 5.009
H 2.211 0.577 5.235
H 0.780 0.839 3.212
Cl 0.640 -6.291 -3.296
C -0.142 -4.854 -2.734
C -1.499 -4.680 -2.953
C -2.113 -3.530 -2.490
C -1.380 -2.538 -1.837
C -0.019 -2.735 -1.629
C 0.601 -3.892 -2.067
C -2.192 -1.379 -1.344
O -3.351 -1.524 -1.057
O -1.707 -0.118 -1.209
H -2.065 -5.441 -3.472
H -3.175 -3.388 -2.630
H 0.571 -1.983 -1.128
H 1.658 -4.052 -1.901
C -0.295 0.028 -3.744
O 0.326 -0.043 -2.448
C -0.401 0.438 -1.352
C -0.629 1.937 -1.482
H 0.262 0.722 -4.371
H -1.331 0.356 -3.670
H -0.270 -0.969 -4.181
H -1.188 2.150 -2.396
H 0.323 2.461 -1.523
H -1.212 2.318 -0.649

As for the spin multiplicity: 1. The calculation puts the largest force on an atom at 0.362 eV/Å. Its charge is +1. Its energy above the lowest of the compared OMol25 structures with the same formula, charge and spin is 0.149 eV.

Which charges does Mulliken predict for the atoms? In e, they are:
1 Pd 0.090
2 O -0.564
3 C -0.886
4 C 0.660
5 C -0.871
6 C -0.656
7 C -1.193
8 C -0.226
9 N 0.773
10 H 0.302
11 H 0.266
12 H 0.540
13 H 0.484
14 H 0.426
15 H 0.504
16 H 0.598
17 O -0.433
18 C -0.762
19 C -0.880
20 C 0.121
21 C 0.759
22 C -0.781
23 C -0.383
24 C -0.872
25 C -0.467
26 N 0.442
27 H 0.206
28 H 0.428
29 H 0.371
30 H 0.424
31 H 0.436
32 H 0.722
33 H -0.991
34 H 0.534
35 H 0.428
36 H 0.478
37 H 0.363
38 Cl -0.195
39 C 0.247
40 C -0.744
41 C -0.805
42 C 0.615
43 C 0.973
44 C -1.403
45 C 0.050
46 O -0.613
47 O -0.486
48 H 0.452
49 H 0.518
50 H 0.518
51 H 0.526
52 C -0.888
53 O -0.399
54 C 1.310
55 C -0.928
56 H 0.316
57 H 0.414
58 H 0.254
59 H 0.332
60 H 0.235
61 H 0.312

This record from the Open Molecules 2025 dataset describes a molecular structure, C24H28FeN4O2SbSe4. The level of theory is wB97M-V/def2-TZVPD.

Geometry (Å):
Fe 0.450 -0.583 -0.662
C 5.149 4.352 -1.489
C 4.038 3.487 -0.944
C 2.742 3.953 -0.865
C 1.711 3.203 -0.290
C 0.356 3.703 -0.353
N -0.564 3.595 0.538
C -0.374 3.245 1.949
C -1.561 2.476 2.502
C -1.533 1.016 2.068
N -2.779 0.380 2.522
C -3.274 -0.805 2.299
C -2.859 -1.968 1.600
C -3.871 -2.964 1.518
C -3.824 -4.033 0.674
C -4.959 -5.015 0.548
C -2.679 -4.139 -0.148
C -1.641 -3.250 -0.099
C -0.538 -3.472 -1.050
N 0.367 -2.644 -1.376
C 1.357 -3.088 -2.353
C 2.803 -2.677 -1.982
C 3.033 -2.376 -0.493
N 2.598 -1.025 -0.126
C 3.497 -0.121 -0.128
C 3.256 1.326 -0.127
C 4.266 2.156 -0.566
C 1.947 1.858 0.147
O 1.026 1.138 0.628
C -1.638 -2.145 0.856
O -0.629 -1.423 1.005
H 5.165 5.330 -1.004
H 5.025 4.522 -2.561
H 6.120 3.881 -1.333
H 2.511 4.944 -1.245
H 0.023 4.210 -1.260
H -1.499 3.919 0.228
H -0.255 4.184 2.496
H 0.538 2.667 2.048
H -2.489 2.922 2.128
H -1.546 2.544 3.594
H -0.670 0.480 2.450
H -1.463 0.953 0.985
H -3.515 1.069 2.680
H -4.285 -0.884 2.688
H -4.761 -2.822 2.125
H -5.793 -4.726 1.187
H -4.651 -6.027 0.825
H -5.322 -5.054 -0.481
H -2.631 -4.940 -0.882
H -0.555 -4.445 -1.559
H 1.091 -2.691 -3.332
H 1.312 -4.181 -2.432
H 3.127 -1.804 -2.551
H 3.464 -3.494 -2.284
H 4.099 -2.494 -0.264
H 2.472 -3.098 0.105
H 4.540 -0.423 -0.306
H 5.255 1.726 -0.704
Se -2.837 4.350 -1.952
Sb -3.510 1.973 -1.595
Se -1.158 0.654 -1.575
Se 1.029 0.373 -2.642
Se -4.707 2.225 0.624

As for the spin multiplicity: 5. As for the expectation value of S²: 6.07. The calculation puts the largest force on an atom at 4.030 eV/Å. Its charge is -1. Its energy above the lowest of the compared OMol25 structures with the same formula, charge and spin is 0.000 eV.

Which charges does Mulliken predict for the atoms? In e, they are:
1 Fe 0.400
2 C -1.598
3 C 0.634
4 C -0.659
5 C 0.910
6 C -0.354
7 N 0.400
8 C -0.732
9 C -0.953
10 C 0.115
11 N -0.034
12 C -0.645
13 C 0.779
14 C -0.788
15 C 0.355
16 C -1.575
17 C -0.496
18 C 0.900
19 C -0.289
20 N 0.123
21 C -0.875
22 C -0.585
23 C -1.105
24 N 0.167
25 C -0.549
26 C 0.335
27 C -0.942
28 C 0.485
29 O -0.680
30 C 0.477
31 O -0.866
32 H 0.355
33 H 0.303
34 H 0.375
35 H 0.460
36 H 0.280
37 H 0.084
38 H 0.408
39 H 0.284
40 H 0.446
41 H 0.412
42 H 0.477
43 H -0.793
44 H 0.304
45 H 0.281
46 H 0.264
47 H 0.349
48 H 0.320
49 H 0.341
50 H 0.400
51 H 0.194
52 H 0.193
53 H 0.547
54 H 0.271
55 H 0.454
56 H 0.480
57 H 0.337
58 H 0.223
59 H 0.309
60 Se -0.743
61 Sb 0.277
62 Se -0.057
63 Se -0.461
64 Se -0.727